[1]
This record from OMol25 describes C6H9CuLiO7 as an isolated structure at a distorted geometry. The level of theory is ωB97M-V/def2-TZVPD.

Values from the calculation:
E_LUMO (alpha / beta)   -0.0159 / -0.0162 Ha
2S+1   2
Expectation value of S²   0.754

Structure (XYZ):
```
24
Properties=species:S:1:pos:R:3:forces:R:3
O -2.664 -1.324 -1.605 -0.3 -1.0 0.1
C -2.073 -0.210 -1.635 0.6 0.8 0.6
O -2.230 0.677 -0.765 -0.2 -0.2 -0.1
Li -3.146 -0.619 0.391 0.4 0.1 -0.2
O -1.204 -0.022 -2.644 -0.1 -0.3 -0.2
C -0.329 1.113 -2.587 -0.3 0.4 0.3
C 0.858 0.864 -1.723 0.6 0.0 -1.1
H -0.886 2.002 -2.260 0.1 -0.2 0.0
H -0.030 1.279 -3.636 0.0 -0.1 0.2
H 1.534 1.708 -1.567 -0.3 -0.1 0.2
H 1.382 -0.084 -1.883 -0.3 0.1 0.2
C 1.518 0.791 2.367 -0.4 0.2 0.2
C 1.079 -0.292 1.408 0.6 0.4 -2.8
O -0.227 -0.678 1.782 -0.6 -0.1 0.2
C -0.794 -1.746 1.176 0.3 0.7 0.2
O -0.089 -2.522 0.510 -0.2 -0.5 -0.6
O -2.050 -1.829 1.315 -0.3 -0.1 -0.1
O 2.858 1.109 2.055 0.2 0.0 -0.2
Cu -1.826 -3.082 -0.679 0.3 0.9 0.0
H 1.434 0.442 3.410 -0.1 -0.1 -0.3
H 0.855 1.663 2.246 0.1 -0.2 0.1
H 1.774 -1.142 1.428 -0.2 0.2 0.1
H 3.176 1.782 2.661 0.0 0.0 0.0
H 1.081 0.121 0.237 -0.1 -0.9 3.1
```
Positions in Å, forces in eV/Å.


[2]
This record from OMol25 describes a 4-piece molecular cluster, C27H53BF3N4O12S2 overall at a distorted geometry. The level of theory is ωB97M-V/def2-TZVPD.

Values from the calculation:
Charge   -1
E_LUMO   0.0617 Ha

Structure (XYZ):
```
102
Properties=species:S:1:pos:R:3:forces:R:3
C -1.907 3.924 -3.898 -0.4 1.0 -0.5
C -3.212 3.197 -4.256 0.2 -0.5 0.2
C -3.065 2.024 -5.252 0.0 0.3 0.5
C -1.808 1.173 -5.046 -0.6 -0.2 -0.1
C -1.864 0.393 -3.701 0.7 0.5 -1.0
C -0.516 0.420 -2.980 0.2 -0.8 -0.1
C -0.572 -0.205 -1.576 -0.3 0.6 0.0
B -1.045 0.775 -0.353 0.4 0.3 0.8
N -1.367 2.244 -0.886 1.2 1.1 0.2
C -0.413 3.004 -0.817 1.0 -0.2 -0.4
O 0.581 3.687 -0.835 -2.4 -1.0 0.0
O -0.050 1.012 0.742 -0.2 -0.4 -0.6
C -0.431 0.445 1.942 1.2 0.1 0.6
C -0.450 1.490 3.098 -0.4 0.0 -0.3
S -0.795 3.203 2.608 0.2 0.1 0.0
C -2.477 3.232 1.934 -0.6 0.0 0.5
C -2.803 4.593 1.302 0.0 0.0 0.4
C -1.727 -0.394 1.633 1.5 -0.9 -2.0
C -1.514 -1.911 1.311 1.0 -0.6 2.0
C -0.334 -2.589 2.075 -0.3 -0.5 -0.7
C 0.752 -3.002 1.075 -0.3 -0.8 0.4
C 1.942 -3.766 1.691 0.3 1.6 -0.8
C 2.952 -2.734 2.284 -0.4 -1.7 -1.1
C 4.380 -3.267 2.118 -0.5 1.0 0.9
C 5.374 -2.301 2.800 -0.2 -1.6 -0.7
C 6.779 -2.934 2.787 -0.7 1.1 0.5
C 7.664 -2.194 3.775 -0.1 -0.5 -1.0
O 9.001 -2.637 3.595 -0.1 0.5 0.7
C 9.913 -1.864 4.370 0.3 -0.7 -0.6
S -3.123 -0.406 2.841 -2.0 1.6 -0.9
O -3.427 0.854 3.456 1.2 0.2 0.8
O -4.290 -0.938 2.204 0.1 -1.3 -0.4
C -2.766 -1.612 4.240 -0.5 0.8 0.1
F -3.546 -1.222 5.242 -0.3 0.3 0.4
F -1.516 -1.563 4.679 0.6 -0.2 -0.1
F -3.133 -2.839 3.947 0.4 -0.7 -0.4
O -2.140 0.129 0.434 -2.0 0.9 0.2
H -1.099 3.766 -4.617 -0.1 -0.2 0.2
H -2.115 5.000 -3.926 0.1 0.1 0.1
H -1.568 3.724 -2.889 0.1 -0.3 0.0
H -3.647 2.808 -3.333 0.0 0.1 0.1
H -3.943 3.901 -4.652 0.0 0.0 -0.1
H -3.174 2.420 -6.263 0.3 -0.2 -0.1
H -3.913 1.357 -5.090 -0.1 0.0 -0.2
H -1.784 0.462 -5.876 0.1 -0.1 0.0
H -0.897 1.760 -5.137 0.0 0.1 0.1
H -2.676 0.799 -3.100 0.0 -0.2 0.3
H -2.063 -0.642 -3.983 -0.4 -0.1 0.4
H -0.094 1.424 -3.014 0.0 0.1 0.3
H 0.156 -0.206 -3.583 0.1 0.2 -0.1
H 0.385 -0.650 -1.290 0.1 0.0 -0.1
H -1.293 -1.027 -1.645 0.0 -0.1 0.1
H 0.447 -0.169 2.182 -0.6 -0.7 0.5
H -1.063 1.179 3.942 -0.2 0.0 -0.1
H 0.566 1.537 3.486 0.1 0.2 -0.1
H -2.657 2.426 1.231 0.3 -0.1 -0.1
H -3.160 3.094 2.767 0.0 -0.2 0.0
H -2.919 4.528 0.225 0.3 0.0 -0.1
H -3.754 4.943 1.705 -0.1 0.0 0.0
H -2.071 5.350 1.585 0.1 0.0 -0.3
H -1.345 -2.055 0.253 0.0 0.5 -0.2
H -2.403 -2.495 1.549 -0.3 0.2 -0.2
H -0.702 -3.519 2.510 0.0 0.0 0.2
H 0.054 -1.990 2.893 0.1 0.1 0.0
H 1.069 -2.128 0.504 0.2 0.0 -0.1
H 0.257 -3.681 0.371 0.0 0.1 -0.2
H 1.611 -4.469 2.435 0.0 -0.2 0.1
H 2.443 -4.321 0.894 0.0 0.0 0.0
H 2.667 -2.585 3.323 0.3 0.4 0.1
H 2.829 -1.840 1.676 0.1 0.4 0.4
H 4.598 -3.369 1.054 0.1 -0.1 -0.1
H 4.413 -4.260 2.572 0.2 0.0 0.0
H 5.332 -1.375 2.227 0.2 0.3 0.3
H 4.990 -2.149 3.810 0.2 0.2 0.1
H 6.679 -3.982 3.065 0.2 -0.1 -0.1
H 7.155 -2.839 1.770 0.3 -0.2 0.0
H 7.585 -1.121 3.566 0.1 0.1 0.1
H 7.295 -2.382 4.789 0.2 0.0 0.1
H 9.410 -1.199 5.067 0.0 0.1 0.1
H 10.552 -2.562 4.915 0.0 0.1 0.2
H 10.553 -1.306 3.684 0.0 0.3 0.1
C 0.513 -4.486 6.585 0.1 0.0 0.2
N 1.383 -4.207 5.410 -0.1 0.0 0.1
O 2.584 -4.189 5.587 0.0 0.0 0.0
O 0.823 -4.014 4.353 0.0 -0.1 0.5
H 1.143 -4.636 7.453 0.1 0.0 0.0
H -0.139 -3.627 6.717 -0.1 0.0 -0.1
H -0.061 -5.380 6.360 -0.1 0.1 -0.1
C 0.452 5.880 -6.725 0.1 0.1 0.2
N -0.115 4.583 -7.182 0.0 0.1 0.1
O 0.325 3.575 -6.679 0.0 -0.1 -0.1
O -0.984 4.634 -8.028 0.0 0.0 -0.1
H 1.208 5.680 -5.975 0.0 -0.1 0.0
H 0.883 6.371 -7.593 -0.1 0.0 0.0
H -0.364 6.463 -6.309 0.0 0.0 -0.1
C -7.636 0.255 -6.211 -0.1 -0.2 0.0
N -6.316 0.897 -6.453 0.0 -0.1 0.0
O -5.444 0.217 -6.949 0.0 0.0 -0.1
O -6.212 2.061 -6.132 -0.1 0.1 -0.1
H -7.584 -0.776 -6.542 0.1 0.0 0.0
H -7.837 0.312 -5.145 0.0 0.1 0.0
H -8.377 0.810 -6.778 0.0 0.1 0.1
```
Positions in Å, forces in eV/Å.


[3]
This record from OMol25 describes C12H20F6O6Ti as an isolated structure at a distorted geometry. The level of theory is ωB97M-V/def2-TZVPD.

Values from the calculation:
Charge   -1
E_LUMO (alpha / beta)   0.0979 / 0.0960 Ha
2S+1   4
Expectation value of S²   3.752

Structure (XYZ):
```
45
Properties=species:S:1:pos:R:3:forces:R:3
Ti -0.071 -0.391 -1.602 -0.6 -1.1 0.5
C -2.123 -1.995 1.100 1.5 2.7 -2.7
O -1.232 -1.415 2.124 -1.2 -1.0 0.0
O -1.712 -1.385 -0.144 -0.2 -2.3 2.2
C -2.163 -3.587 1.260 -2.2 -0.6 -2.1
F -2.179 -4.290 0.067 0.6 1.1 0.8
F -1.252 -4.085 2.013 2.2 -0.5 1.0
F -3.342 -4.082 1.845 0.3 1.4 -0.1
C -1.850 -0.903 3.298 -1.7 0.1 -1.5
C -0.926 0.052 3.874 2.4 0.3 2.0
H -0.460 0.762 3.189 -0.2 -0.3 -0.4
H -1.302 0.647 4.706 -0.5 -0.1 0.0
H -0.159 -0.589 4.308 0.8 0.5 0.1
H -2.195 -1.683 3.976 0.3 -0.2 0.2
H -2.727 -0.277 3.128 -0.7 -0.4 -1.0
H -3.150 -1.677 1.276 -0.2 0.0 0.4
C 0.229 -0.159 -4.507 2.7 -1.5 0.9
O -0.016 0.790 -3.510 -0.9 4.0 -0.2
O 0.968 -1.074 -3.863 -1.6 -0.9 0.2
C -1.171 -0.473 -5.012 -1.7 0.7 -1.1
F -1.213 -1.321 -6.028 0.3 -0.8 -0.3
F -2.022 -0.909 -4.069 0.5 0.0 -0.1
F -1.806 0.677 -5.568 0.8 -0.9 0.8
C -0.152 2.190 -3.863 -1.6 1.9 2.5
C -0.883 2.880 -2.579 1.7 -0.5 -1.0
H -0.828 3.969 -2.573 0.2 0.2 -0.4
H -1.934 2.628 -2.443 0.2 -0.4 -0.3
H -0.295 2.552 -1.722 -0.3 -0.2 0.3
H -0.756 2.578 -4.683 -0.4 -1.5 -0.5
H 0.789 2.693 -4.085 0.6 -0.5 0.6
H 0.896 0.182 -5.298 -0.7 1.0 -0.9
O 1.856 0.118 -0.184 -1.0 0.7 0.0
C 2.063 -0.356 0.908 2.2 -0.1 -1.0
O 2.391 0.363 1.971 0.1 -3.5 2.6
C 2.337 1.697 2.015 0.6 4.4 -3.1
C 3.185 2.444 3.124 -1.5 -1.9 -1.0
C 2.306 -1.802 1.111 -1.6 -0.6 0.4
H 1.325 2.039 1.801 -0.5 0.2 1.3
H 2.675 1.973 1.016 0.9 0.7 -0.2
H 2.409 2.614 3.870 0.9 0.2 0.7
H 3.721 3.345 2.825 -0.6 0.0 -0.4
H 3.965 1.725 3.375 -0.2 0.0 0.7
H 2.077 -2.288 0.163 0.6 -0.2 0.1
H 1.494 -2.100 1.774 -0.1 -0.4 0.2
H 3.231 -2.078 1.617 0.1 0.3 -0.4
```
Positions in Å, forces in eV/Å.


| no. | molecular weight (g/mol) |
| --- | --- |
| 1 | 263.6 |
| 2 | 757.7 |
| 3 | 422.1 |